15
Properties=species:S:1:pos:R:3:forces:R:3 method="wB97M-V/def2-TZVPD" orbital_gap_ev=8.4 de_lowest_kj_mol=246.53 homo_energy_ev=-7.78 charge=0 e_lumo_ha=0.02173
B -0.946999 -0.306793 0.049069 3.503 0.808 1.122
C -1.279702 1.238923 0.052068 1.631 -0.129 0.052
C 1.980660 0.295284 -0.369741 3.654 -5.728 -0.508
C 1.256395 -0.701909 0.543063 -4.242 -0.980 -4.832
N -1.899734 -1.255408 -0.237561 0.491 -0.681 -0.060
H -0.428356 1.832559 -0.417120 -1.490 -0.719 -0.186
H -1.336284 1.738900 0.988790 0.357 -0.061 1.517
H -2.284308 1.398727 -0.265158 -0.607 0.463 -1.345
H 3.157285 0.096125 -0.155547 -2.273 0.735 -0.627
H 1.861610 -0.008988 -1.462921 -0.106 1.006 1.442
H 1.806401 1.249452 -0.085736 -0.798 3.084 0.311
H 1.329959 -1.812952 0.413529 0.405 1.117 -0.594
H 1.290713 -0.567448 1.533204 0.221 1.142 3.725
H -2.859948 -0.995103 -0.062376 -0.104 -0.497 -0.582
H -1.647696 -2.201372 -0.523568 -0.642 0.440 0.566


22
Properties=species:S:1:pos:R:3:forces:R:3 method="wB97M-V/def2-TZVPD" orbital_gap_ev=8.3 de_lowest_kj_mol=457.34 homo_energy_ev=-7.48 charge=0 e_lumo_ha=0.03128
C -0.555624 -0.605268 0.024606 -2.167 0.234 5.412
C 0.210868 0.584508 -0.038472 2.072 0.190 -6.051
C -1.081426 -0.147493 1.925716 -0.508 -1.870 -1.673
C 0.034868 -1.986709 0.095642 -0.079 0.128 -0.003
C 1.509912 0.799245 0.683640 0.043 0.051 0.095
C 0.600826 0.256573 -1.984109 -0.083 1.802 2.024
C -0.037958 0.980169 -2.898379 0.120 -0.029 0.300
O -1.297320 1.172653 2.355835 0.269 -0.060 -0.822
H -2.034318 1.545094 1.855033 0.103 -0.078 0.142
H -1.508062 -0.556804 -0.498026 0.149 0.030 -0.039
H -0.376326 1.495033 -0.139801 0.000 -0.115 0.053
H -1.997131 -0.742383 1.987067 0.020 -0.024 0.245
H -0.304646 -0.593414 2.544415 0.061 0.119 -0.111
H 1.409023 -0.414438 -2.276001 0.011 0.058 0.306
H 0.011055 -2.456400 -0.890322 0.072 0.007 0.001
H -0.558675 -2.614829 0.767717 0.038 0.023 -0.064
H 1.064029 -1.988541 0.454667 -0.039 0.019 -0.015
H 1.993172 -0.132479 0.976508 0.000 0.020 -0.042
H 1.332611 1.394646 1.583953 -0.010 -0.118 0.001
H 2.198663 1.363634 0.049858 -0.074 -0.072 0.109
H -0.862752 1.640999 -2.629005 0.199 0.041 0.033
H 0.249213 1.006204 -3.950540 -0.198 -0.356 0.097


24
Properties=species:S:1:pos:R:3:forces:R:3 method="wB97M-V/def2-TZVPD" orbital_gap_ev=5.7 de_lowest_kj_mol=556.25 homo_energy_ev=-13.24 charge=+1 e_lumo_ha=-0.27528
N 0.699831 2.480128 2.955298 0.866 0.058 2.042
C -0.087714 -0.013114 0.324773 -1.103 -1.963 2.595
C -1.229042 -0.908794 -0.289338 1.519 2.072 -0.944
C -2.021320 -0.025557 -1.308270 -1.783 0.294 0.945
N -3.066229 -0.626033 -2.116503 -1.036 1.499 2.140
C 1.103326 -0.647303 0.939447 0.446 -1.826 -0.627
N 2.425209 -0.416182 0.234654 -1.733 0.647 -1.433
C 2.282842 -0.840077 -1.248094 0.628 0.386 1.662
H 1.363298 3.122647 2.580276 0.493 0.420 -0.424
H -0.000710 2.316219 2.292378 -1.423 0.247 -0.745
H 0.329592 2.945172 3.804944 0.015 -0.676 -0.916
H -0.125368 1.065781 0.646590 -0.527 -0.726 -1.472
H -1.939186 -1.398515 0.391670 0.501 0.448 0.702
H -0.739956 -1.738935 -0.826639 0.126 0.134 0.347
H -1.264810 0.452758 -1.885112 0.268 0.306 -1.154
H -2.539461 0.800560 -0.785115 0.507 -0.342 0.176
H -3.934559 -0.953863 -1.646524 1.184 0.679 -0.115
H -2.764847 -1.332242 -2.678432 1.086 -2.272 -2.056
H 1.362135 -0.300544 1.926292 -0.700 0.854 0.640
H 0.926330 -1.717935 1.040940 0.096 -0.123 -0.293
H 2.390970 0.604664 0.259530 1.094 0.087 -0.310
H 3.129529 -0.392770 -1.818949 -1.000 -0.104 0.311
H 1.256836 -0.553057 -1.545791 0.861 -0.282 -0.849
H 2.443305 -1.923007 -1.248024 -0.384 0.184 -0.223


88
Properties=species:S:1:pos:R:3:forces:R:3 method="wB97M-V/def2-TZVPD" multiplicity=4 orbital_gap_ev="9.0 / 9.0" de_lowest_kj_mol=0.00 homo_energy_ev="-8.56 / -8.56" charge=0 e_lumo_ha="0.01470 / 0.01470"
C 2.571736 4.261685 1.302712 -0.022 -0.093 0.162
C 2.721552 4.756051 -0.101523 0.777 0.341 -0.882
H 3.522403 4.293740 1.842785 -0.191 -0.027 -0.011
H 2.193776 3.231885 1.310135 0.069 0.222 0.059
H 1.854593 4.892007 1.848287 0.113 -0.156 -0.043
C 3.695149 5.592911 -0.508856 -0.766 -0.424 0.147
C 4.772213 6.116874 0.380796 0.452 0.269 0.201
H 3.727719 5.950129 -1.541938 -0.135 -0.246 0.344
H 5.181615 5.334543 1.038733 -0.122 0.302 -0.154
H 4.415840 6.945687 1.012964 0.102 -0.236 -0.093
H 5.595223 6.512969 -0.229153 -0.138 -0.101 0.229
Nd -0.793164 -1.895985 2.099964 0.061 -0.028 0.593
Cl 0.113405 0.586130 2.489145 -0.155 -0.118 -0.003
C -2.253484 -1.015529 -0.679448 1.181 -0.858 0.326
O -1.315191 -1.738790 -0.229184 -1.586 1.102 -0.749
N -2.545599 -0.961550 -1.975055 0.348 0.190 0.193
C -1.677035 -1.677017 -2.909512 0.044 -0.043 -0.127
C -3.515550 -0.000669 -2.500678 0.150 0.021 0.155
H -2.850509 -0.375735 -0.008075 0.022 -0.251 -0.290
H -1.348818 -2.618056 -2.453284 -0.095 0.318 -0.147
H -0.795237 -1.072598 -3.179691 -0.295 -0.233 0.210
H -2.243379 -1.875706 -3.820510 0.024 -0.062 0.096
H -4.229813 0.236809 -1.701501 0.124 -0.014 -0.357
H -4.031712 -0.449830 -3.355844 -0.018 0.078 0.286
H -3.018053 0.922377 -2.840230 -0.139 -0.308 0.119
H -3.259397 -6.928922 0.073463 0.191 0.137 0.158
H -4.666840 -7.097896 2.331068 0.259 0.134 0.097
C -2.386333 -6.857938 0.736490 -0.060 -0.014 0.033
C -3.700837 -6.960250 2.837914 -0.054 0.091 -0.007
N -2.765431 -6.225669 1.995120 0.109 0.097 0.174
H -1.599316 -6.273889 0.259742 -0.137 -0.042 0.076
C -2.249356 -5.059336 2.401486 0.963 0.524 -0.713
O -1.365368 -4.408637 1.788624 -1.125 -0.778 0.881
H -3.849731 -6.399526 3.766245 -0.069 -0.175 -0.176
H -2.656130 -4.696229 3.365260 0.117 -0.171 -0.305
H -2.029767 -7.877304 0.934283 0.009 0.228 -0.012
H -3.298354 -7.953187 3.084435 -0.027 0.267 -0.059
H 3.287027 -2.135901 4.424871 0.040 -0.287 -0.299
H 3.008260 -0.646258 1.948638 0.156 -0.220 -0.050
C 3.653790 -2.921036 3.744051 0.085 -0.132 -0.073
C 3.604055 -1.533645 1.680741 -0.182 0.097 0.135
N 3.131307 -2.714434 2.396845 -0.482 -0.070 -0.334
H 3.307051 -3.894598 4.112635 0.203 0.312 -0.012
C 1.993372 -3.301743 2.025156 -0.269 0.541 0.165
O 1.223760 -2.858979 1.127600 0.891 -0.478 0.664
H 3.536908 -1.703521 0.599540 0.028 0.065 0.310
H 1.730757 -4.196075 2.611373 0.076 0.176 -0.243
H 4.746178 -2.877581 3.690249 -0.150 -0.195 0.134
H 4.642454 -1.388525 1.989238 -0.129 0.125 -0.234
O 2.010013 2.758559 -1.149795 0.106 0.102 -0.208
C 1.726505 4.153322 -1.083223 -0.172 -0.226 -0.296
C 2.720044 4.641297 -3.410744 -0.286 0.185 -0.036
C 1.722409 4.854327 -2.448711 -0.076 0.109 0.453
H 3.488917 3.879239 -3.234872 -0.348 0.329 -0.076
C 2.742071 5.434811 -4.567726 -0.086 -0.250 0.213
H 0.731964 4.251459 -0.619983 -0.016 0.165 -0.252
C 0.763165 5.858758 -2.646219 0.418 -0.232 -0.090
H 3.527797 5.276998 -5.308882 -0.257 0.047 0.170
C 1.778768 6.426973 -4.766053 -0.024 -0.049 0.197
C 0.800119 6.650683 -3.793405 -0.046 -0.149 0.076
H 0.016576 6.014222 -1.860458 0.200 0.061 -0.365
H 1.786849 7.030022 -5.674237 0.065 -0.132 0.248
H 0.062494 7.444772 -3.913941 0.189 -0.212 -0.087
Si 1.392767 1.413054 -1.912800 0.647 0.471 0.163
Cl 0.476099 -2.386567 4.475615 -0.322 -0.313 -0.312
C 2.788521 0.773597 -2.976968 0.049 -0.117 -0.240
C -0.096484 1.837566 -2.962716 -0.331 0.091 -0.263
C 0.988527 0.195926 -0.583496 -0.168 0.041 -0.235
H 3.095735 1.503938 -3.738825 -0.077 -0.186 0.154
H 2.485926 -0.150964 -3.489333 0.120 0.142 0.049
H 3.662321 0.541999 -2.350738 -0.211 0.070 -0.135
H 1.815291 0.074979 0.124877 -0.153 0.097 -0.196
H 0.704156 -0.794768 -0.957001 0.121 0.206 0.026
H 0.149428 0.611522 -0.012013 0.218 -0.202 -0.077
H 0.103744 2.670187 -3.651505 0.040 -0.153 0.175
H -0.970136 2.117661 -2.358926 0.177 -0.011 -0.004
H -0.394921 0.980361 -3.582905 0.095 0.146 0.107
O -5.043404 -3.747189 0.631688 0.242 0.679 0.514
C -4.808634 -2.907607 1.486479 0.261 -0.107 0.081
C -5.835956 -2.364933 2.498271 -0.479 -0.229 -0.210
C -5.028013 -1.585145 3.496091 0.328 0.227 0.259
C -3.641476 -1.612455 2.887807 0.077 0.116 0.289
O -2.643279 -1.065785 3.429587 -0.599 -0.405 -0.545
N -3.566292 -2.318692 1.747250 -0.071 0.040 0.260
H -6.549670 -1.705643 1.996540 -0.022 -0.318 -0.159
H -6.384026 -3.180702 2.971674 -0.076 -0.035 -0.301
H -5.370744 -0.553878 3.612534 0.178 -0.104 0.162
H -4.992913 -2.063153 4.480953 0.040 0.228 -0.080


15
Properties=species:S:1:pos:R:3:forces:R:3 method="wB97M-V/def2-TZVPD" orbital_gap_ev=9.0 de_lowest_kj_mol=883.95 homo_energy_ev=-8.42 charge=0 e_lumo_ha=0.02100
C 1.685511 0.341046 1.416734 0.593 -0.013 3.849
C 0.712592 -0.156136 0.889875 -0.660 1.661 2.326
C -0.455103 -0.131075 0.076064 -1.190 -0.272 -1.826
N -1.682267 -0.095966 0.397053 -0.951 -0.803 2.459
N -2.167514 -0.241701 1.756279 -1.655 0.184 -2.290
N -0.204816 -0.245318 -1.394699 4.696 0.577 0.887
C 0.774388 0.888571 -1.968329 0.536 -3.048 4.663
C 1.485487 -0.370734 -1.317572 -0.507 -2.158 -4.496
H 2.401435 0.597143 2.264373 -1.160 -0.380 -2.004
H -3.287298 -0.477834 1.688235 4.499 0.521 0.678
H -1.502811 -0.557494 2.502175 -1.299 0.043 -1.130
H 0.880726 1.579470 -1.111992 -0.201 0.778 -1.375
H 0.727215 1.204227 -3.004763 -0.118 -0.358 0.256
H 2.017950 -1.355896 -1.970936 -2.084 3.212 1.525
H 1.927715 -0.338757 -0.258171 -0.500 0.058 -3.523


12
Properties=species:S:1:pos:R:3:forces:R:3 method="wB97M-V/def2-TZVPD" smiles="O=C1CCN=CO1" orbital_gap_ev=11.1 de_lowest_kj_mol=58.88 homo_energy_ev=-10.36 charge=0 e_lumo_ha=0.02604
O -0.875832 2.232745 -0.535584 0.036 -0.253 0.399
C -0.412519 1.294837 0.037073 -0.259 0.140 -0.176
C -1.045857 -0.034844 0.329912 -0.019 0.032 0.006
C -0.198990 -1.107458 -0.391452 -0.096 -0.102 -0.011
N 1.226038 -0.832804 -0.394427 0.187 0.217 0.392
C 1.647918 0.244372 0.098636 0.049 -0.413 -0.156
O 0.903306 1.338041 0.480602 0.015 0.098 -0.243
H -1.006984 -0.199282 1.412771 0.040 0.057 -0.147
H -2.090187 -0.036483 0.011652 0.191 -0.001 -0.015
H -0.554838 -1.262560 -1.416133 0.167 0.117 0.101
H -0.300589 -2.066370 0.122191 -0.194 0.047 -0.090
H 2.708534 0.429805 0.244762 -0.117 0.061 -0.060


20
Properties=species:S:1:pos:R:3:forces:R:3 method="wB97M-V/def2-TZVPD" orbital_gap_ev=10.0 homo_energy_ev=-13.88 charge=+1 e_lumo_ha=-0.14397
N -0.176426 -1.778695 2.360126 -2.581 -1.960 -4.793
C -0.832479 -2.180189 1.190839 1.761 0.929 3.506
C -1.451463 -1.046925 0.128966 0.635 -0.090 1.574
C -0.190805 -0.069752 -0.251244 -0.057 -0.511 0.104
C 0.201958 0.186516 -1.831707 -0.049 2.241 1.267
C 1.454768 1.258579 -1.553764 -1.377 -2.749 0.159
N 0.764610 2.165547 -0.513252 0.319 -0.990 2.705
C -0.254946 1.457319 0.394817 -1.186 0.019 -1.906
O -0.975878 1.924428 1.417488 -1.225 -0.206 -13.533
H 0.147025 -2.634115 2.895738 -0.582 1.113 -0.970
H -0.899144 -3.335437 1.015229 -0.184 2.325 -0.082
H -2.003069 -1.528270 -0.784489 1.333 0.893 1.806
H -2.225259 -0.407728 0.752501 1.476 -1.376 -1.311
H 0.797375 -0.569212 0.192355 -2.018 1.202 -0.557
H -0.633090 0.943954 -2.209233 1.548 -2.128 0.137
H 0.434515 -0.748627 -2.518737 -0.613 2.100 1.725
H 1.781715 1.749040 -2.564968 -0.616 -0.423 2.427
H 2.325419 0.660321 -0.997976 -1.611 1.401 -1.518
H 1.576151 2.457514 0.085380 -1.371 0.791 -0.543
K 0.159024 1.495732 2.791932 6.397 -2.582 9.803


14
Properties=species:S:1:pos:R:3:forces:R:3 method="wB97M-V/def2-TZVPD" orbital_gap_ev=8.2 de_lowest_kj_mol=341.80 homo_energy_ev=-13.69 charge=+1 e_lumo_ha=-0.20137
C 0.836918 -0.500213 -0.511371 -0.189 -2.086 -0.314
C -1.720805 2.485940 0.886157 -0.576 1.627 1.543
C -1.724917 1.168630 0.924191 0.635 0.383 0.335
N 1.466143 0.437670 -0.238825 -0.496 2.996 0.433
N 0.686949 -1.769528 -0.563656 0.534 -2.054 -0.611
N 1.862580 -2.645529 -0.533972 -0.525 1.298 0.933
Br -1.990608 0.143309 -0.619438 0.035 -0.351 -0.778
H -1.944818 3.093180 0.037434 -0.091 -0.300 -1.026
H -1.694145 3.220730 1.752604 0.416 -1.736 -0.531
H -1.482275 0.503276 1.735025 -0.226 0.335 0.452
H 1.288993 1.438942 -0.375723 0.783 -0.421 0.014
H -0.138597 -2.293082 -0.843352 -0.165 0.766 0.500
H 2.693755 -2.074473 -0.271829 -0.777 -0.946 -0.787
H 1.860829 -3.208847 -1.377244 0.642 0.490 -0.165